Computed, not measured: a structure of composition C6H11N at a distorted geometry, with ωB97M-V/def2-TZVPD.

Values from the calculation:
- Highest occupied orbital energy: -8.96 eV
- Energy relative to the best compared isomer or geometry (same formula, charge and spin): 676.5 kJ/mol
- Largest force on an atom: 9.75 eV/Å
- E: -289.7140 Eh

Last column: Mulliken charge in e.
Atoms and positions in Å:
C -2.008 -1.041 -2.422  -0.5498
C -1.808 -0.626 -1.239  -0.1149
C -0.756 0.329 -0.855  -0.5623
C 1.043 0.828 0.556  -0.9351
C 2.012 0.374 1.749  -0.2231
C 1.462 -0.055 2.882  -0.6073
H -1.530 -0.522 -3.497  0.1631
H -2.842 -2.076 -2.957  0.2000
H -2.615 -1.104 -0.401  0.1905
H -0.175 0.665 -1.738  0.3592
H -1.376 1.268 -0.648  0.2827
H 0.546 -0.759 -0.303  0.1913
H 0.812 1.728 0.758  0.7654
H 1.658 1.357 -0.275  0.3902
H 3.257 0.277 1.419  0.1990
H 1.895 -0.375 3.798  0.3149
H 0.275 -0.179 3.015  0.1661
N 0.147 -0.089 0.158  -0.2298

Atomic forces in eV per Å
-1.8441 -2.7406 -9.1760
-2.1940 -1.9419 4.6778
-1.8752 3.5724 -0.8734
7.3678 -2.1021 -0.2977
1.8589 -0.6316 -2.3056
-2.9405 -0.1262 -0.1817
-0.8306 -1.5686 3.5558
2.3841 3.5631 2.4142
2.7776 1.4160 -1.9460
-0.2744 -0.3482 -0.1854
1.1413 -0.8092 0.6536
3.4816 -5.4237 -2.3235
-3.9098 6.0593 2.8392
0.4536 -1.8872 -0.0951
-3.8596 0.5518 1.5370
1.1008 -0.2383 0.2708
2.6551 0.7408 -0.8111
-5.4925 1.9143 2.2469

---

Computed, not measured: the molecule C6H11N at a distorted geometry, with ωB97M-V/def2-TZVPD.

Values from the calculation:
- Highest occupied orbital energy: -9.13 eV
- Energy relative to the best compared isomer or geometry (same formula, charge and spin): 285.1 kJ/mol
- Largest force on an atom: 7.21 eV/Å
- SMILES: C=N[C@@H](C)C(=C)C
- E: -289.8631 Eh

Last column: Mulliken charge in e.
Atoms and positions in Å:
C -2.402 0.720 0.111  -0.3840
N -1.292 0.343 -0.389  -0.5822
C -0.285 -0.409 0.293  0.6450
C -0.460 -1.876 -0.306  -1.7123
C 1.095 0.288 0.102  0.5774
C 2.113 -0.532 0.024  -1.1830
C 0.973 1.814 -0.170  -1.3996
H -3.196 1.127 -0.425  0.2962
H -2.748 0.526 1.123  0.2554
H -0.356 -0.390 1.388  0.3502
H 0.268 -2.481 0.089  0.4967
H -0.468 -1.720 -1.334  0.4417
H -1.323 -2.124 0.149  0.4566
H 3.081 -0.171 -0.172  0.3459
H 2.018 -1.559 0.091  0.2404
H 1.958 2.312 -0.488  0.3101
H 0.800 2.238 0.714  0.3991
H 0.225 1.893 -0.800  0.4463

Atomic forces in eV per Å
1.8295 -1.7550 0.9885
-1.9376 1.0154 -0.3783
0.8589 0.2006 0.2561
1.6330 4.1315 1.3017
-1.8984 0.0787 -1.4005
0.7221 1.6692 -0.1783
6.5289 -3.0504 0.2765
-0.7637 1.0524 -1.6636
0.5530 -0.2180 0.6892
-0.7833 -0.3557 0.1987
1.8814 -1.5916 0.4025
-0.1288 -0.4131 -1.7614
-3.3746 -1.3879 0.7450
1.2383 0.4594 -0.1118
-0.2300 -1.8098 0.2572
-1.4168 -1.0357 -0.0401
-1.2982 1.9939 3.6421
-3.4137 1.0161 -3.2236

---

Computed, not measured: the molecule C6H11N at a distorted geometry, with ωB97M-V/def2-TZVPD.

Values from the calculation:
- Highest occupied orbital energy: -7.80 eV
- Energy relative to the best compared isomer or geometry (same formula, charge and spin): 175.2 kJ/mol
- Largest force on an atom: 2.94 eV/Å
- SMILES: C=C/C(=C\N)CC
- E: -289.9050 Eh

Last column: Mulliken charge in e.
Atoms and positions in Å:
C -1.309 2.198 0.366  -0.9720
C -1.201 1.007 -0.279  -0.4086
C -0.369 -0.135 0.085  0.8087
C -0.347 -1.181 -0.784  -0.3866
N -0.859 -1.223 -2.090  -0.5772
C 0.582 -0.001 1.256  -0.3101
C 1.926 -0.745 0.961  -1.4168
H -2.085 2.771 -0.124  0.2683
H -0.573 2.467 1.103  0.2836
H -1.999 0.739 -0.964  0.1409
H 0.303 -2.025 -0.616  0.3697
H -0.124 -1.278 -2.790  0.2316
H -1.454 -0.477 -2.387  0.2141
H 0.892 1.048 1.307  0.2996
H 0.068 -0.253 2.183  0.3910
H 2.181 -0.512 -0.065  0.4048
H 1.716 -1.812 1.077  0.2726
H 2.652 -0.589 1.760  0.3864

Atomic forces in eV per Å
0.1440 -2.0172 -2.1315
-0.7178 0.2211 1.7022
0.2223 -0.2808 -1.0626
1.0308 1.1937 0.1124
-0.2613 -0.4900 -0.3807
0.7374 -0.0499 -0.8459
-1.8475 -0.8370 1.4733
0.1810 0.9640 0.8603
-0.3476 0.5886 0.2199
0.0722 0.4151 -0.2831
0.0564 -0.1446 0.2741
-0.0534 -0.4031 0.3037
-0.2805 0.4502 0.2599
-0.4473 0.0442 0.1558
0.3689 -0.1360 0.2148
0.6843 0.0327 0.1247
0.1595 -0.1449 -0.5098
0.2988 0.5938 -0.4875

---

Computed, not measured: a cluster of 2 separate species, C6H11N in total at a distorted geometry, with ωB97M-V/def2-TZVPD.

Values from the calculation:
- Highest occupied orbital energy: -9.43 eV
- Energy relative to the best compared isomer or geometry (same formula, charge and spin): 398.8 kJ/mol
- Largest force on an atom: 3.40 eV/Å
- E: -289.8198 Eh

Last column: Mulliken charge in e.
Atoms and positions in Å:
C -1.146 1.044 -0.977  -1.0205
C -0.810 -0.097 -0.090  0.3004
C -0.727 -1.395 -0.895  -1.3161
C 0.524 0.484 0.478  0.4446
C 0.867 0.138 1.906  -1.5380
C 1.611 0.117 -0.465  -0.0013
N 2.666 -0.340 -0.634  -0.5550
H 0.509 0.832 -1.605  0.1731
H -1.597 1.882 -0.386  0.2451
H -1.627 0.942 -1.931  0.3384
H -1.445 -0.235 0.798  0.4413
H -1.716 -1.864 -0.965  0.3968
H -0.016 -2.112 -0.478  0.3392
H -0.403 -1.159 -1.917  0.3033
H 0.480 1.578 0.382  0.3006
H 1.821 0.589 2.189  0.4182
H 0.077 0.538 2.549  0.4066
H 0.931 -0.942 2.041  0.3233

Atomic forces in eV per Å
1.2681 0.0358 -0.8903
0.4131 0.0866 0.0605
0.1282 -0.0489 0.1091
0.0556 -0.1325 0.3793
0.0692 -0.2037 0.2774
1.1778 -0.6704 1.0288
-0.6913 0.3987 -0.6586
-3.0558 1.4458 0.3376
1.2192 -0.0924 -0.8407
-0.4157 -0.4944 -0.1708
-0.2051 0.2369 -0.3551
0.2241 0.0886 0.0813
-0.1388 -0.0040 0.0267
0.0357 -0.1028 0.2078
-0.1235 -0.3156 0.2216
-0.1332 -0.0987 0.0369
0.1490 -0.1140 0.0269
0.0233 -0.0152 0.1216

---

Computed, not measured: the molecule C6H11N at a distorted geometry, with ωB97M-V/def2-TZVPD.

Values from the calculation:
- Highest occupied orbital energy: -6.27 eV
- Energy relative to the best compared isomer or geometry (same formula, charge and spin): 575.6 kJ/mol
- Largest force on an atom: 5.50 eV/Å
- SMILES: C=C/C(C)=C(\C)N
- E: -289.7525 Eh

Last column: Mulliken charge in e.
Atoms and positions in Å:
C 1.457 -1.483 -1.570  -0.7687
C 0.378 -1.133 -0.847  -0.1483
C 0.320 -0.215 0.282  -0.1337
C 1.529 -0.206 1.217  -0.8431
C -0.722 0.657 0.199  0.5578
C -2.100 0.143 0.707  -1.0994
N -0.769 2.026 -0.271  -0.4335
H 1.345 -1.485 -2.651  0.2317
H 2.375 -1.810 -1.163  0.2724
H -0.720 -1.617 -0.877  0.0992
H 1.877 0.822 1.160  0.2317
H 1.117 -0.555 2.176  0.2638
H 2.386 -1.088 1.161  0.2917
H -1.983 0.003 1.761  0.2773
H -2.825 0.783 0.371  0.4795
H -2.081 -0.919 0.358  0.2598
H 0.195 2.463 -0.292  0.2600
H -1.476 2.645 -0.034  0.2020

Atomic forces in eV per Å
-0.9791 -0.2734 -0.9267
-3.8022 -1.5663 1.8826
3.0449 -2.0555 0.3112
1.0173 -1.0718 -0.4896
-3.0901 2.1320 0.4040
3.8852 -2.1344 -1.8225
4.7052 -2.6768 0.9820
-0.1718 -1.1347 0.0961
1.2676 0.8676 0.4651
1.9855 1.6643 -1.8724
0.9826 -0.0917 1.0785
-0.0058 1.0156 0.1257
-2.0076 2.5946 -1.0416
-0.2246 0.5425 0.7612
-2.4587 0.9936 -0.5893
-0.8851 0.6991 -0.0939
-1.7498 -0.5139 -0.2043
-1.5134 1.0091 0.9339

---

Computed, not measured: the molecule C6H11N at a distorted geometry, with ωB97M-V/def2-TZVPD.

Values from the calculation:
- Highest occupied orbital energy: -7.55 eV
- Energy relative to the best compared isomer or geometry (same formula, charge and spin): 192.9 kJ/mol
- Largest force on an atom: 1.44 eV/Å
- SMILES: C/C=C/C(C)=C/N
- E: -289.8982 Eh

Last column: Mulliken charge in e.
Atoms and positions in Å:
C 1.767 -0.314 2.330  -1.1194
C 1.013 -0.367 1.031  -0.0730
C -0.300 -0.153 0.878  -0.6596
C -0.924 0.008 -0.475  0.3429
C -1.445 1.427 -0.633  -1.2906
C -0.733 -0.971 -1.375  -0.1486
N -0.523 -0.740 -2.760  -0.5683
H 2.827 -0.047 2.345  0.3278
H 1.724 -1.262 2.879  0.2628
H 1.336 0.460 2.972  0.2909
H 1.631 -0.360 0.146  0.3877
H -0.810 0.451 1.635  0.3341
H -1.684 1.717 -1.655  0.3932
H -0.846 2.157 -0.106  0.3603
H -2.388 1.350 -0.081  0.3037
H -0.525 -1.981 -1.041  0.3876
H -0.089 -1.508 -3.230  0.2555
H -0.034 0.134 -2.860  0.2131

Atomic forces in eV per Å
-0.2580 0.2550 1.0248
0.4111 0.4034 -0.0432
-0.3844 1.3010 -0.4850
1.1872 -0.2221 0.7655
-0.6854 -1.1957 -0.1457
0.9616 0.6478 -0.5516
-1.1270 0.1923 0.8522
-0.0446 -0.1062 -0.8793
-0.1865 0.1001 -0.1058
-0.2989 -0.2273 0.1486
-0.0327 -0.8603 -0.3580
-0.1888 -0.9515 0.6106
0.1497 0.0647 0.0238
0.3264 0.1957 -0.1968
-0.1792 0.5099 -0.1119
0.1100 0.0483 0.1364
0.1377 -0.0760 -0.1868
0.1019 -0.0791 -0.4978